[1]
The following is a quantum chemistry calculation of a 6-piece molecular cluster, C9H31N11O6 overall at a distorted geometry, from the OMol25 dataset.

Geometry as XYZ:
```
57
Properties=species:S:1:pos:R:3:forces:R:3
C 2.85793 0.14536 3.51982 0.60 0.06 0.42
O 1.78972 1.04130 3.28107 -0.32 -0.69 0.45
C 1.98495 1.81633 2.14664 -0.16 1.40 -1.52
C 0.70508 2.71618 1.85513 2.06 0.53 0.53
C 0.94062 3.79218 0.77498 0.90 -1.95 -0.18
N 0.42892 3.42696 3.04368 -1.42 -0.02 1.98
H 3.18474 -0.32771 2.59380 -0.36 -0.55 0.00
H 2.61083 -0.52663 4.34169 -0.54 -0.34 -0.52
H 3.77366 0.59739 3.90088 0.04 0.90 -0.08
H 2.86160 2.44751 2.29221 0.10 0.49 0.10
H 2.25352 1.23337 1.26565 -0.11 -0.52 -0.21
H -0.10423 2.00299 1.69865 -0.28 0.21 -0.55
H 1.21698 3.15902 -0.06813 -0.41 0.74 -0.96
H 1.85789 4.34226 0.98504 0.05 0.02 0.36
H 0.15055 4.53238 0.64849 -0.22 -0.58 -0.16
H 0.47789 2.73487 3.77766 -0.17 0.35 0.66
H 1.06305 4.17456 3.28670 0.27 -0.05 -0.36
N -0.93214 -0.58215 3.54673 1.37 5.95 -3.02
C -1.27591 -1.66822 4.10227 1.36 -1.85 1.80
N -2.40320 -2.13529 3.71548 -5.36 -2.08 -1.50
O -0.52096 -2.18497 4.86316 1.97 -2.38 2.81
H -0.16810 -0.08172 3.97790 -0.12 0.18 -0.37
H -1.57878 -0.12103 2.92277 0.46 0.35 0.11
H -2.79359 -2.99810 4.06656 0.37 0.27 0.07
H -3.04392 -1.50821 3.25035 -0.01 -0.44 0.02
N 0.66208 -1.14213 0.82652 2.95 1.16 2.48
C -0.22133 -1.48381 -0.05558 -0.73 0.14 -0.32
N 0.20107 -1.36391 -1.30847 0.34 0.07 -1.93
O -1.30328 -1.84087 0.34707 -2.62 -1.28 -0.60
H 0.32895 -1.19592 1.77849 0.27 0.32 0.15
H 1.39401 -0.49252 0.57674 0.04 -0.26 0.41
H 1.08279 -0.88357 -1.41775 -0.18 -0.16 -0.63
H -0.40210 -1.46349 -2.11245 0.16 0.18 0.37
N -1.19948 -0.99657 -4.18920 -1.10 -3.20 1.95
C -0.45869 -0.11251 -4.79127 0.65 1.08 -0.79
N -1.16711 0.99328 -4.93991 -0.94 2.46 -0.33
O 0.67690 -0.23521 -5.16275 2.05 -0.75 -0.97
H -2.08383 -0.65667 -3.83922 -0.08 -1.14 -0.22
H -0.91678 -1.96554 -4.22493 -0.35 0.12 0.33
H -0.80467 1.71773 -5.54316 -0.21 0.22 0.69
H -1.79645 1.11151 -4.15886 -0.22 1.24 -0.76
N 2.63749 0.06381 -3.04881 -0.35 -5.34 -0.23
C 2.90007 1.28994 -2.79100 -0.05 2.57 0.81
N 2.25592 2.11559 -3.60847 -0.62 2.48 -1.02
O 3.56889 1.67210 -1.85940 1.25 0.53 1.17
H 2.12174 -0.17663 -3.88325 0.17 -0.38 -0.04
H 3.24111 -0.60495 -2.59218 -0.23 -0.12 -0.26
H 2.54514 3.07756 -3.50330 -0.52 -0.09 -0.32
H 1.60710 1.79860 -4.31462 0.37 0.19 0.02
N -3.32156 -3.04185 -1.72641 3.49 0.85 -4.61
C -4.18801 -3.49733 -0.89981 -3.45 0.06 1.20
N -3.85156 -3.08988 0.31655 -0.83 -0.21 3.60
O -5.28342 -3.97190 -1.17524 0.07 -0.50 -0.25
H -2.53713 -2.54108 -1.33396 0.05 0.05 -0.31
H -3.46235 -3.15067 -2.72061 0.19 -0.15 0.30
H -4.65595 -3.01647 0.92291 0.55 -0.35 0.33
H -2.90681 -2.94517 0.64307 -0.23 0.25 -0.10
```
Positions in Å, forces in eV/Å.

Total charge = 0
HOMO-LUMO gap = 9.0 eV
Relative energy (zero: lowest compared OMol25 entry of this formula, charge and spin) = 52.9 kcal per mole
Total energy = -1415.36633 Ha
Maximum force = 6.81 eV/Å
Highest occupied orbital energy = -9.20 eV

[2]
The following is a quantum chemistry calculation of an isolated ion of composition C23H44NO3 and charge +1 at a distorted geometry, from the OMol25 dataset.

Geometry as XYZ:
```
71
Properties=species:S:1:pos:R:3:forces:R:3
C 4.58543 -3.55623 -7.19675 -0.20 -0.14 -0.03
C 3.45508 -4.51567 -6.84261 0.12 0.01 0.20
C 2.86418 -4.27124 -5.45280 -0.17 0.09 -0.31
C 2.07043 -2.96909 -5.36569 0.16 -0.06 0.28
C 1.53281 -2.68751 -3.96147 -0.12 -0.14 -0.22
C 0.36805 -3.59952 -3.57544 0.09 0.41 0.39
C -0.05057 -3.43125 -2.11856 0.29 -0.78 -0.26
O -0.54946 -2.09963 -1.87623 -0.42 0.31 -0.11
C 0.25564 -1.22146 -1.33568 0.06 0.62 0.21
O 1.38065 -1.40487 -0.95137 0.07 -0.12 0.02
C -0.46840 0.13641 -1.24662 -0.39 -0.94 -0.27
N 0.37924 1.25794 -0.78111 0.10 -0.21 -0.04
C 1.47518 1.48605 -1.74525 0.79 0.07 -0.63
C -0.46355 2.46992 -0.72185 -0.74 0.79 0.11
C 0.97877 1.00162 0.56683 0.17 -0.32 1.17
C 0.02718 0.39142 1.61356 0.19 0.05 -0.23
O -1.14093 1.13890 1.81543 -0.12 -0.12 -0.11
C -1.12030 2.06200 2.91085 -0.07 0.19 0.29
C -2.11862 3.20622 2.64045 0.06 0.04 0.03
C -3.00116 3.21760 3.89596 -0.11 0.08 -0.08
C -3.93697 2.01075 3.78727 -0.15 0.11 -0.01
C -2.97394 0.82181 3.96520 0.06 -0.06 -0.04
C -1.61378 1.48305 4.26061 0.22 -0.28 -0.10
C -0.63340 0.56876 4.97207 -0.17 0.24 -0.17
C -2.02418 2.78259 5.00591 0.01 0.16 0.04
C -2.69464 2.53916 6.35813 0.08 -0.08 -0.25
C -0.89114 3.77841 5.25955 -0.13 -0.17 -0.15
H 4.22792 -2.53255 -7.27504 0.04 0.14 -0.02
H 5.02307 -3.83160 -8.15278 0.09 0.05 -0.08
H 5.36711 -3.59313 -6.44101 0.12 0.03 0.07
H 3.84142 -5.53621 -6.87691 -0.07 -0.03 -0.07
H 2.66289 -4.43824 -7.59025 -0.04 -0.09 -0.04
H 2.21323 -5.11157 -5.20425 0.02 -0.05 0.10
H 3.67395 -4.24916 -4.71976 0.03 -0.05 0.10
H 1.23939 -3.00107 -6.07344 -0.03 0.06 -0.11
H 2.71953 -2.14076 -5.65278 -0.04 0.05 -0.10
H 2.34236 -2.80531 -3.23743 0.03 0.07 0.06
H 1.19692 -1.64619 -3.92014 0.03 0.04 0.08
H 0.65495 -4.64222 -3.70507 -0.06 -0.09 0.01
H -0.48757 -3.39890 -4.22256 -0.05 -0.09 -0.05
H -0.87983 -4.09591 -1.87166 0.09 0.13 0.05
H 0.79388 -3.61621 -1.44911 -0.18 0.01 -0.05
H -1.32503 0.02989 -0.57669 0.08 0.10 -0.05
H -0.85340 0.36738 -2.24291 0.06 0.13 0.12
H 2.10753 2.30216 -1.40114 -0.13 0.03 0.12
H 1.06616 1.74711 -2.71988 -0.15 0.02 0.07
H 2.08338 0.58835 -1.83972 -0.13 0.04 0.10
H 0.14811 3.33524 -0.47361 0.14 -0.12 0.00
H -0.94082 2.64576 -1.68389 0.12 -0.13 -0.09
H -1.22424 2.34167 0.04736 0.14 -0.07 -0.13
H 1.35731 1.95769 0.93279 -0.03 0.03 -0.17
H 1.81107 0.30773 0.44444 -0.10 0.18 -0.10
H 0.60617 0.29664 2.53719 0.05 -0.05 -0.10
H -0.27133 -0.61735 1.31262 0.09 0.03 0.07
H -0.09603 2.43898 3.01577 0.00 -0.02 0.00
H -1.61319 4.15824 2.48404 0.03 0.02 -0.05
H -2.71182 2.98515 1.75316 -0.01 0.02 -0.08
H -3.51203 4.16431 4.05691 -0.02 0.07 0.06
H -4.69713 2.03658 4.56521 -0.06 -0.03 0.01
H -4.45014 1.98578 2.82658 -0.07 0.03 -0.01
H -3.27271 0.16901 4.78296 0.00 -0.05 0.04
H -2.91026 0.21309 3.06395 -0.01 -0.09 0.07
H 0.35038 1.02873 5.04969 0.16 0.00 0.04
H -0.54034 -0.38169 4.44957 0.06 -0.13 -0.01
H -0.99064 0.36011 5.97698 0.00 -0.10 0.13
H -3.24594 3.42883 6.65402 -0.06 0.09 0.08
H -1.93994 2.34678 7.11715 0.04 -0.03 0.12
H -3.38222 1.70206 6.34860 -0.13 -0.12 0.05
H -0.13143 3.32600 5.89284 0.13 0.00 0.09
H -0.41273 4.13498 4.35364 0.11 0.09 -0.10
H -1.28963 4.64367 5.78419 0.01 0.12 0.06
```
Positions in Å, forces in eV/Å.

Total charge = +1
HOMO-LUMO gap = 10.2 eV
Relative energy (zero: lowest compared OMol25 entry of this formula, charge and spin) = 5.4 kcal per mole
Total energy = -1183.03854 Ha
Maximum force = 1.22 eV/Å
Highest occupied orbital energy = -12.45 eV

[3]
The following is a quantum chemistry calculation of a 2-piece molecular cluster, C6H8N2O2 overall at a distorted geometry, from the OMol25 dataset.

Geometry as XYZ:
```
18
Properties=species:S:1:pos:R:3:forces:R:3
C -1.04501 -0.10398 0.30011 0.21 -0.88 0.04
C -1.28031 2.12174 -0.37578 -0.54 -0.17 -0.11
C 3.87602 0.12413 -0.11301 0.01 -0.21 -0.03
C 0.89121 1.73240 0.47030 0.77 0.09 0.53
C -0.58958 -1.10370 -0.44262 -0.28 -0.07 0.15
C 0.11473 -2.28808 0.12894 0.08 0.20 -0.04
N -1.74594 0.97593 -0.20649 -0.60 0.63 -0.38
N 0.04540 2.53408 -0.11466 0.44 0.50 -0.12
O 4.20961 1.19364 0.11847 0.47 1.75 0.38
O 3.57029 -0.95107 -0.35324 -0.50 -1.56 -0.34
H -0.97085 -0.12612 1.38124 0.06 -0.03 0.04
H -1.91538 2.90509 -0.77636 -0.01 0.12 -0.03
H 1.87064 2.23272 0.58276 -0.27 0.27 -0.23
H -0.67299 -1.05106 -1.51815 -0.08 0.10 -0.18
H -0.13671 -2.42059 1.17827 0.02 -0.06 0.11
H 1.19195 -2.14561 0.05075 0.16 -0.15 0.03
H -0.14533 -3.19204 -0.41509 -0.01 -0.17 0.01
H 0.24585 3.48925 -0.44282 0.06 -0.35 0.16
```
Positions in Å, forces in eV/Å.

Total charge = 0
HOMO-LUMO gap = 8.0 eV
Relative energy (zero: lowest compared OMol25 entry of this formula, charge and spin) = 78.1 kcal per mole
Total energy = -493.32238 Ha
Maximum force = 1.85 eV/Å
Highest occupied orbital energy = -7.61 eV

[4]
The following is a quantum chemistry calculation of C7H10 as an isolated structure at a distorted geometry, from the OMol25 dataset.

Geometry as XYZ:
```
17
Properties=species:S:1:pos:R:3:forces:R:3
C 1.66959 -1.09789 -0.18532 -0.04 -0.04 -0.02
C 0.37919 -0.33654 -0.01897 0.32 -0.14 0.02
C -1.02680 -0.93850 -0.03004 -0.17 0.16 0.17
C -1.44329 0.53274 -0.29980 -0.87 0.20 -0.72
C -0.35310 1.68035 0.09057 -2.38 -1.82 0.81
C 0.19598 0.67276 1.19038 0.76 0.57 0.02
C -0.14806 0.74471 -1.01674 0.17 -0.03 -0.47
H 1.81684 -1.82566 0.62146 -0.06 0.12 -0.07
H 1.68605 -1.64307 -1.13595 -0.03 0.06 0.13
H 2.52356 -0.40986 -0.17747 -0.14 -0.11 -0.01
H -1.34817 -1.54783 0.82889 -0.01 0.39 0.05
H -1.23165 -1.50726 -0.96079 0.14 0.26 0.46
H -2.43021 0.95031 -0.30678 -0.38 -0.11 -1.07
H -0.77806 2.69336 -0.19697 0.66 -1.09 1.66
H -0.44711 0.11619 1.95979 0.32 1.61 -0.91
H 1.03214 1.07775 1.72494 1.11 -0.28 0.09
H -0.09688 0.83846 -2.08718 0.63 0.26 -0.14
```
Positions in Å, forces in eV/Å.

Total charge = 0
HOMO-LUMO gap = 9.3 eV
Relative energy (zero: lowest compared OMol25 entry of this formula, charge and spin) = 100.7 kcal per mole
Total energy = -272.55746 Ha
Maximum force = 3.11 eV/Å
Highest occupied orbital energy = -8.28 eV

What is the formula in the third record?
C6H8N2O2

Look up the total charge of the fourth one.
0

Number 1 is which compound?
C9H31N11O6

Which of these has the lowest HOMO-LUMO gap?
C6H8N2O2